Entry 1:
The following is a DFT calculation (the ωB97M-V functional and the def2-TZVPD basis) of C9H12O3 in the gas phase.

ORCA input file:
```
! RIJCOSX wB97M-V def2-TZVPD def2/J DEFGRID3
* xyz 0 1
H 3.045 -0.769 1.970
H -0.267 -1.766 -0.761
H -0.667 1.762 1.581
H -1.172 3.050 0.296
H 4.001 -0.653 -0.755
C -0.886 1.987 0.450
H 3.629 0.979 -0.143
O -3.800 -0.849 0.304
C 0.454 1.595 -0.259
H -2.558 -2.519 -0.194
H 1.189 2.241 0.305
O 1.229 -0.541 1.035
H 0.384 2.099 -1.242
C -1.675 -0.192 -0.362
O 2.050 -0.220 -0.994
C 3.198 -0.129 -0.226
H -3.052 1.258 0.393
H -0.362 -0.426 -1.934
C -0.310 -0.564 -0.857
C -1.948 0.998 0.147
C -2.792 -1.214 -0.138
C 0.881 0.117 -0.199
H 2.614 -2.083 0.741
C 2.643 -0.979 0.943
*
```

Summary:
**Relative energy (zero: lowest compared OMol25 entry of this formula, charge and spin)**: 3.484 eV
**SMILES**: O=CC1=CCCC2(C1)OCCO2
**E_HOMO**: -9.298 eV
**Calculated total energy**: -15666.5867 eV

***

Entry 2:
The following is a DFT calculation (the ωB97M-V functional and the def2-TZVPD basis) of a molecular structure, C23H58ClNO19S5.

ORCA input file:
```
! RIJCOSX wB97M-V def2-TZVPD def2/J DEFGRID3
* xyz 0 1
H 0.135 -3.428 -2.075
H -2.272 0.395 -4.198
C 1.096 -3.630 -1.601
H -2.202 -0.595 2.173
S 3.233 -0.688 -2.028
C 3.771 1.980 1.936
H -0.354 -1.043 4.061
H -1.361 -3.494 -2.126
O -1.211 1.165 -0.959
O -0.797 -3.867 1.328
H -0.697 3.290 -1.452
H 1.268 -4.701 -1.489
H 2.160 4.436 3.633
C -0.766 -3.166 -1.273
O 1.161 1.434 -1.138
H -1.424 1.063 1.226
H -0.661 -2.161 5.918
C -2.337 0.064 1.316
C -0.475 3.092 -0.403
Cl 0.033 0.520 -1.140
H 0.441 5.327 2.064
C 0.391 -2.179 5.635
H -0.270 0.705 -6.476
O 2.109 1.867 -3.240
H -1.232 3.513 0.258
H 2.001 -0.828 0.005
C 2.159 -3.041 -2.586
C -4.169 1.707 0.706
H -1.383 0.174 0.801
H 1.030 -3.221 -0.593
H -0.072 -2.410 -1.641
H -0.534 3.946 2.337
O 2.154 1.408 -5.788
O 4.492 -1.248 -2.560
O 1.251 3.419 1.558
H 3.616 3.001 1.590
C 1.344 -2.182 1.153
H 0.727 -3.179 5.911
H -4.021 -2.291 1.198
H 2.380 -1.024 -3.548
H -2.480 -3.388 0.172
H -1.246 -2.355 0.692
C 1.114 4.145 3.731
H 3.197 -3.254 -2.330
H -4.848 -0.734 1.585
O 2.981 0.771 -2.144
H 0.624 -0.923 -3.772
C -2.482 -1.403 -0.796
H -3.425 1.378 2.720
C -0.782 1.071 -5.586
N -3.276 -0.526 0.230
H -5.225 -1.609 0.120
C -4.414 -1.354 0.801
C 1.589 -0.629 -4.185
O -0.007 1.577 -4.529
H 4.839 1.764 1.963
O 0.154 -0.182 -2.345
C -1.834 0.018 -5.122
S 1.584 1.207 -4.474
H -3.189 -1.721 -1.563
H -4.285 2.746 0.399
S 1.249 3.732 -0.044
O 1.290 5.181 -0.223
H -1.737 -0.711 -1.189
C 3.032 -1.095 -0.230
H -0.811 2.342 2.338
H -5.127 1.380 1.111
C -3.038 1.429 1.702
H -4.669 0.552 -1.061
H -0.390 2.007 -0.342
H -2.542 -0.407 -5.834
H -2.217 2.139 1.605
H -3.073 1.254 -1.015
O 3.222 1.113 -0.675
O 0.123 -2.934 3.363
O 1.998 -1.618 -2.646
H 0.980 1.147 3.108
C -1.814 -2.611 -0.203
H -1.357 1.933 -5.925
H 3.183 -2.172 -0.157
H 3.370 1.703 2.911
H 2.049 -3.417 -3.603
H 3.816 -0.539 0.284
S -0.296 -2.625 1.804
H 1.023 3.135 4.131
O 1.283 1.309 0.992
C 0.395 -1.824 4.192
H 1.779 -3.107 0.773
S 2.892 0.790 0.765
H 1.642 -1.055 -5.188
H 1.931 -1.616 1.875
O 2.270 2.833 -0.646
O -1.215 -1.497 1.774
H -0.215 -3.947 -0.750
O 3.003 -0.602 1.283
H 0.607 -0.250 2.212
H 0.973 -1.398 6.125
O 0.194 -0.496 -0.099
C 0.582 0.837 2.141
C -0.899 1.270 2.158
H -1.301 -0.824 -4.679
C -3.821 0.747 -0.405
H 0.796 4.815 4.530
H 1.132 -1.524 0.310
H -1.399 0.887 3.048
H 1.307 -1.283 3.939
C 0.500 4.286 2.382
*
```

Summary:
**Relative energy (zero: lowest compared OMol25 entry of this formula, charge and spin)**: 53.303 eV
**E_HOMO**: -5.905 eV
**Calculated total energy**: -131813.7720 eV

***

Entry 3:
The following is a DFT calculation (the ωB97M-V functional and the def2-TZVPD basis) of 2 unconnected molecules or ions with the total composition C2H5O4P.

ORCA input file:
```
! RIJCOSX wB97M-V def2-TZVPD def2/J DEFGRID3
* xyz 0 1
C 3.019 0.635 0.631
H -2.984 -0.439 -1.289
O -1.040 -1.128 -1.023
O -2.200 -0.417 0.639
H 3.390 0.288 -0.345
H 3.521 0.193 1.506
O -0.463 1.194 -0.163
O 2.136 1.437 0.734
H -2.831 -2.038 -0.492
H 0.365 1.642 0.022
P -0.537 -0.320 0.385
C -2.376 -1.047 -0.606
*
```

Summary:
**Relative energy (zero: lowest compared OMol25 entry of this formula, charge and spin)**: 1.333 eV
**E_HOMO**: -9.539 eV
**Calculated total energy**: -19633.7213 eV